A molecular structure, C43H46Li2O19S, computed with the ωB97M-V functional and the def2-TZVPD basis.

Geometry as ORCA input:
```
! RIJCOSX wB97M-V def2-TZVPD def2/J DEFGRID3
* xyz 0 1
Li 2.84 -1.40 -1.74
Li -2.79 0.51 -0.77
S 0.43 0.16 -0.38
O 0.59 -0.52 0.86
O 0.97 1.54 -0.18
O 1.23 -0.49 -1.36
O -0.96 0.19 -0.76
C -3.15 -1.15 1.68
O -3.91 -0.79 0.60
H -3.84 -0.90 2.62
H -2.11 -0.55 1.80
H -3.05 -2.20 1.65
H -4.68 -1.36 0.53
C 3.60 5.12 -1.57
C 4.68 5.76 -0.97
C 5.09 5.56 0.38
C 4.48 4.43 1.08
C 3.47 3.71 0.46
C 2.98 4.11 -0.78
O 1.86 3.48 -1.33
O 6.13 6.19 0.81
H 3.19 5.38 -2.64
H 4.96 6.59 -1.79
H 4.92 4.00 2.02
H 2.94 3.00 0.92
H 1.37 2.82 -0.86
H 6.41 7.04 0.59
C -1.93 4.87 1.97
C -3.03 4.85 2.94
C -3.56 3.68 3.35
C -3.06 2.47 2.88
C -1.88 2.38 2.07
C -1.32 3.68 1.67
O -0.16 3.72 0.90
O -4.56 3.77 4.33
H -1.73 5.67 1.45
H -3.26 5.87 3.19
H -3.60 1.57 3.23
H -1.32 1.51 1.82
H 0.42 2.87 0.60
H -4.67 3.18 4.84
C -0.69 0.50 5.12
C -1.94 0.12 5.86
C -2.36 -1.20 5.92
C -1.77 -2.19 4.97
C -0.65 -1.78 4.20
C -0.12 -0.43 4.12
O 0.94 -0.16 3.37
O -3.36 -1.58 6.72
H -0.54 1.54 5.32
H -2.17 0.79 6.78
H -2.22 -3.16 4.76
H -0.20 -2.49 3.65
H 0.77 -0.30 2.38
H -3.68 -2.37 6.97
C 0.95 0.70 -4.39
C 1.32 1.38 -5.57
C 1.40 0.86 -6.85
C 0.98 -0.48 -6.96
C 0.54 -1.29 -5.78
C 0.55 -0.70 -4.55
O 0.18 -1.44 -3.44
O 1.92 1.55 -7.84
H 0.83 1.15 -3.49
H 1.49 2.51 -5.17
H 1.03 -1.09 -7.80
H -0.09 -2.33 -5.90
H 0.66 -1.29 -2.53
H 1.92 1.09 -8.60
C -3.15 -2.05 -3.72
C -4.24 -2.77 -4.08
C -5.64 -2.41 -3.91
C -5.86 -1.18 -3.42
C -4.77 -0.33 -3.02
C -3.44 -0.69 -3.30
O -2.44 0.20 -3.09
O -6.70 -3.13 -4.34
H -2.09 -2.38 -3.92
H -4.08 -3.82 -4.38
H -6.81 -0.64 -3.25
H -4.81 0.86 -2.80
H -1.54 -0.02 -3.39
H -6.25 -3.64 -4.98
C -0.46 -6.27 -0.11
C -0.21 -5.27 0.81
C -0.20 -3.88 0.48
C -0.75 -3.48 -0.82
C -1.15 -4.48 -1.69
C -0.98 -5.85 -1.43
O -1.07 -6.72 -2.54
O 0.34 -2.96 1.25
H -0.27 -7.27 0.01
H 0.33 -5.65 1.69
H -0.90 -2.27 -1.13
H -1.24 -4.05 -2.74
H -1.69 -7.54 -2.49
H 0.41 -1.92 1.15
C 3.89 -0.06 1.92
C 4.85 0.63 2.73
C 6.06 -0.10 2.94
C 6.25 -1.42 2.30
C 5.24 -2.10 1.63
C 4.00 -1.33 1.49
O 3.01 -1.86 0.79
O 7.00 0.46 3.86
H 3.16 0.56 1.98
H 4.65 1.57 3.28
H 7.12 -1.99 2.50
H 5.58 -2.85 1.04
H 2.35 -1.37 1.01
H 6.83 1.27 4.35
*
```

Calculated values
Total energy   -3508.6078 Eh
HOMO-LUMO gap   0.219 Ha

Löwdin atomic charge list, values in e, 4 entries: atom 1 (Li): 0.83, atom 2 (Li): 0.71, atom 3 (S): 0.32, atom 4 (O): -0.31


A single C5H10O molecule, computed with the ωB97M-V functional and the def2-TZVPD basis.

Geometry as ORCA input:
```
! RIJCOSX wB97M-V def2-TZVPD def2/J DEFGRID3
* xyz 0 1
C -1.58 -0.66 -1.12
C -0.92 -0.66 0.27
C 0.75 0.17 1.34
C 2.06 0.04 0.64
C -0.31 0.80 0.58
O -0.11 1.57 -0.59
H -0.84 -0.45 -1.91
H -2.36 0.10 -1.19
H -2.01 -1.64 -1.31
H -1.64 -0.91 1.06
H -0.15 -1.44 0.28
H 2.59 0.90 1.07
H 2.63 -0.84 0.95
H 2.10 0.12 -0.46
H -1.04 1.34 1.20
H 0.83 1.56 -0.82
*
```

Calculated values
Total energy   -271.6109 Eh
HOMO-LUMO gap   0.332 Ha

natural (NBO) atomic charge list, values in e, 4 entries: atom 1 (C): -0.60, atom 2 (C): -0.39, atom 3 (C): 0.10, atom 4 (C): -0.77


7 unconnected molecules or ions with the total composition C16H36NO14, computed with the ωB97M-V functional and the def2-TZVPD basis.

Geometry as ORCA input:
```
! RIJCOSX wB97M-V def2-TZVPD def2/J DEFGRID3
* xyz -1 1
N -8.09 15.94 11.01
H -8.44 16.82 11.38
H -8.67 15.21 11.44
H -7.12 15.85 11.33
H -8.09 15.98 9.98
C -11.33 18.92 12.60
C -10.09 18.64 11.91
C -10.08 18.93 10.37
O -9.11 18.52 9.69
C -11.17 19.58 9.74
C -12.32 19.82 10.44
C -12.41 19.46 11.92
O -13.44 19.71 12.62
O -13.28 20.36 9.78
O -9.12 18.02 12.39
H -11.42 18.71 13.66
H -11.08 19.79 8.69
C -6.54 16.78 8.23
C -6.37 18.25 8.57
O -6.78 18.50 9.87
O -7.87 16.28 8.24
H -5.94 16.12 8.88
H -6.13 16.57 7.24
H -6.86 18.87 7.81
H -5.29 18.43 8.57
H -7.76 18.53 9.84
H -7.89 15.60 7.57
C -8.53 12.83 13.00
C -7.85 13.36 14.26
O -8.69 13.93 15.22
O -9.22 13.82 12.29
H -9.29 12.08 13.24
H -7.84 12.23 12.39
H -7.06 14.07 14.00
H -7.48 12.52 14.83
H -9.09 14.71 14.81
H -9.83 13.35 11.71
C -9.06 18.88 15.97
C -8.54 17.43 15.81
O -9.22 16.79 14.74
O -8.77 19.72 14.89
H -8.67 19.30 16.90
H -10.14 18.77 16.08
H -8.63 16.88 16.75
H -7.47 17.53 15.58
H -9.04 17.17 13.86
H -9.23 19.37 14.12
C -5.03 16.12 13.18
C -5.34 17.62 13.30
O -4.69 18.35 12.25
O -5.60 15.65 11.95
H -5.48 15.50 13.96
H -3.98 15.84 13.24
H -5.06 17.92 14.31
H -6.39 17.86 13.13
H -5.17 18.25 11.41
H -4.91 15.53 11.29
C -10.40 12.41 9.56
C -10.76 13.62 8.74
O -10.21 14.78 9.35
O -11.14 12.25 10.77
H -9.35 12.47 9.83
H -10.52 11.50 8.96
H -11.85 13.64 8.67
H -10.31 13.59 7.74
H -10.69 15.55 9.01
H -11.97 11.82 10.56
*
```

Calculated values
Total energy   -1739.3202 Eh
HOMO-LUMO gap   0.197 Ha

natural (NBO) atomic charge list, values in e, 4 entries: atom 1 (N): -0.96, atom 2 (H): 0.46, atom 3 (H): 0.44, atom 4 (H): 0.43


A molecular structure, C27H41AsCl2F3N6O3S3SeSr, computed with the ωB97M-V functional and the def2-TZVPD basis.

Geometry as ORCA input:
```
! RIJCOSX wB97M-V def2-TZVPD def2/J DEFGRID3
* xyz -1 1
Sr 0.17 1.17 -0.02
Cl 1.48 -2.12 -3.33
C 2.46 -3.14 -2.27
Cl 2.24 -2.74 -0.56
H 3.50 -2.98 -2.52
H 2.16 -4.17 -2.42
C -2.10 -4.46 -2.72
C -1.26 -3.80 -1.64
N -1.74 -2.46 -1.42
C -2.12 -1.61 -2.43
N -2.17 -0.35 -2.20
C -2.64 0.54 -3.24
C -3.58 -0.15 -4.22
C -2.87 -1.38 -4.74
N -2.50 -2.22 -3.62
C -2.08 -3.57 -3.95
H -3.13 -4.57 -2.37
H -1.71 -5.45 -2.96
H -0.21 -3.81 -1.95
H -1.32 -4.34 -0.70
H -1.44 -2.02 -0.55
H -1.79 0.94 -3.80
H -3.14 1.40 -2.78
H -3.84 0.52 -5.05
H -4.50 -0.45 -3.72
H -1.99 -1.09 -5.33
H -3.53 -1.97 -5.39
H -1.07 -3.57 -4.39
H -2.77 -3.95 -4.71
F -0.72 3.24 -3.61
C 0.03 3.07 -2.52
F -0.85 2.98 -1.46
F 0.71 4.19 -2.31
S 1.26 1.64 -3.01
O 0.43 0.81 -3.85
O 2.21 2.48 -3.67
O 1.77 0.95 -1.82
S 2.47 3.27 0.37
C 2.30 4.07 1.85
N 2.74 5.35 2.06
C 2.21 5.87 3.32
C 1.68 4.59 4.01
N 1.79 3.59 2.97
H 2.84 5.93 1.25
H 1.41 6.60 3.16
H 3.00 6.35 3.91
H 0.64 4.68 4.34
H 2.29 4.32 4.88
H 1.29 2.65 2.98
C -4.47 1.79 0.07
As -3.18 0.48 0.79
C -4.26 -1.11 0.40
C -3.68 0.68 2.67
H -5.48 1.62 0.46
H -4.49 1.71 -1.02
H -4.15 2.80 0.34
H -5.24 -1.03 0.89
H -3.73 -1.99 0.77
H -4.38 -1.19 -0.68
H -4.76 0.68 2.79
H -3.24 1.60 3.05
H -3.24 -0.14 3.23
N -0.89 -1.96 1.26
S -0.89 -3.23 2.17
C 0.68 -3.43 3.03
C 1.59 -2.39 3.08
C 2.81 -2.60 3.70
C 3.12 -3.83 4.26
C 2.20 -4.87 4.19
C 0.97 -4.67 3.57
C -1.91 -2.95 3.63
C -1.63 -1.91 4.51
C -2.50 -1.68 5.56
C -3.63 -2.47 5.73
C -3.90 -3.50 4.84
C -3.04 -3.74 3.78
H -0.74 -1.09 1.81
H 1.33 -1.41 2.67
H 3.52 -1.78 3.76
H 4.07 -3.99 4.74
H 2.43 -5.84 4.62
H 0.25 -5.48 3.51
H -0.78 -1.26 4.34
H -2.30 -0.85 6.23
H -4.31 -2.27 6.55
H -4.79 -4.10 4.96
H -3.25 -4.52 3.06
Se 0.03 0.91 2.87
*
```

Calculated values
Total energy   -8690.3101 Eh
HOMO-LUMO gap   0.204 Ha

Löwdin atomic charge list, values in e, 4 entries: atom 1 (Sr): 0.91, atom 2 (Cl): 0.60, atom 3 (C): -1.00, atom 4 (Cl): 0.56


A gas-phase ion, C4H7NO2S (charge -2), computed with the ωB97M-V functional and the def2-TZVPD basis.

Geometry as ORCA input:
```
! RIJCOSX wB97M-V def2-TZVPD def2/J DEFGRID3
* xyz -2 1
O -0.51 -2.86 -1.42
C 0.53 -2.22 -1.14
O 1.70 -2.47 -1.53
N 0.40 -1.15 -0.24
C -0.85 -0.48 0.02
C -0.73 0.98 0.55
C 0.64 1.69 0.57
S 0.57 3.35 1.28
H 1.26 -0.63 -0.12
H -1.40 -0.47 -0.92
H -1.42 -1.08 0.74
H -1.15 1.02 1.56
H -1.39 1.60 -0.06
H 1.34 1.07 1.14
H 1.01 1.66 -0.45
*
```

Calculated values
Total energy   -760.0515 Eh
Structure (SMILES)   O=C([O-])NCCC[S-]
HOMO-LUMO gap   0.218 Ha

natural (NBO) atomic charge list, values in e, 4 entries: atom 1 (O): -0.84, atom 2 (C): 0.86, atom 3 (O): -0.84, atom 4 (N): -0.70


A molecular structure, C3H3NO, computed with the ωB97M-V functional and the def2-TZVPD basis.

Geometry as ORCA input:
```
! RIJCOSX wB97M-V def2-TZVPD def2/J DEFGRID3
* xyz 0 1
C 0.17 -1.15 -0.34
C 0.00 1.20 -0.21
C 0.14 -0.40 0.93
N -0.59 -0.06 -0.55
O 0.59 -2.16 -0.77
H -0.60 2.11 -0.03
H 0.97 1.20 -0.57
H -0.68 -0.73 1.53
*
```

Calculated values
Total energy   -245.9354 Eh
HOMO-LUMO gap   0.377 Ha

natural (NBO) atomic charge list, values in e, 4 entries: atom 1 (C): 0.62, atom 2 (C): -0.09, atom 3 (C): -0.23, atom 4 (N): -0.43


2 unconnected molecules or ions with the total composition C4H12NS, computed with the ωB97M-V functional and the def2-TZVPD basis.

Geometry as ORCA input:
```
! RIJCOSX wB97M-V def2-TZVPD def2/J DEFGRID3
* xyz 1 1
C 1.49 1.53 -2.14
C 0.69 1.86 -0.93
C -0.49 1.35 -0.67
N -1.22 1.73 0.55
H 0.91 0.93 -2.84
H 1.84 2.43 -2.63
H 2.36 0.93 -1.85
H 1.15 2.52 -0.19
H -1.04 0.66 -1.30
H -0.74 2.46 1.08
H -2.15 2.10 0.32
H -1.37 0.96 1.21
C -0.69 -1.42 1.70
S 0.25 -2.54 0.62
H -0.89 -1.94 2.63
H -0.13 -0.52 1.95
H -1.64 -1.17 1.23
H -0.08 -1.92 -0.52
*
```

Calculated values
Total energy   -612.2567 Eh
HOMO-LUMO gap   0.319 Ha

natural (NBO) atomic charge list, values in e, 4 entries: atom 1 (C): -0.65, atom 2 (C): -0.09, atom 3 (C): -0.12, atom 4 (N): -0.68


We obtain energy above the lowest of the compared OMol25 structures with the same formula, charge and spin values of 306.12 371.97 0.00 104.91 30.10 410.05 126.15 kJ/mol for the records listed above, in that order.
We obtain largest force on an atom values of 18.09 0.37 4.64 1.65 0.90 5.30 0.51 eV Å⁻¹ for the records listed above, in that order.
We obtain E_HOMO values of -7.072 -8.322 -3.640 -3.244 -0.037 -9.980 -12.365 eV for the records listed above, in that order.